Computed, not measured: a structure of composition C14H25NO6Sr in a non-equilibrium geometry, with ωB97M-V/def2-TZVPD.

LUMO energy   2.36 eV
Calculated total energy   -29521.674 eV
Charge   -2
Gap between HOMO and LUMO   4.0 eV
Energy above the lowest of the compared OMol25 structures with the same formula, charge and spin   8.062 eV

Element x y z (Å)
H (-2.69958, 0.03139, 4.55222)
H (-3.41091, 4.43813, -1.89182)
H (-4.96692, 0.44948, 5.45761)
H (1.72236, 2.61724, 1.69454)
O (2.02850, 0.18396, 1.26190)
H (0.17420, -2.38236, -5.12200)
C (5.03394, 3.62478, 0.04558)
H (-3.52065, 3.68327, -0.38015)
H (-2.82409, 6.10152, -0.71095)
Sr (-1.38867, -1.13137, -0.71177)
C (-3.44030, 0.40801, 3.84683)
H (-0.80752, -6.43023, -0.82496)
C (3.48567, 1.89690, 0.71915)
H (-1.85902, 5.08776, 0.43432)
H (2.29823, 5.12398, 1.33988)
C (-1.11290, -6.24161, 0.20425)
H (-1.58910, -7.23042, 2.13221)
O (-3.90336, -0.45424, 2.80556)
C (-2.11303, 5.28186, -0.60776)
O (-2.09931, -5.26767, 0.06819)
O (3.98670, -0.35029, 0.77459)
H (-2.94279, 1.26871, 3.39984)
N (3.14217, 0.52200, 0.90108)
H (5.46400, 1.53160, 0.14259)
C (1.44688, -4.04789, -5.28291)
O (-1.90694, 3.06717, -1.40230)
C (-1.40551, -7.51303, 1.09562)
C (4.72988, 2.30751, 0.30202)
H (1.19633, -4.54063, -4.34349)
C (2.86565, 4.25299, 1.04696)
H (-2.21785, -8.09711, 0.66312)
C (2.60141, 2.90734, 1.13819)
H (-1.24775, 5.50076, -1.23345)
H (0.87042, -4.34996, -6.15729)
C (1.25604, -2.51547, -5.12060)
H (6.02029, 3.88898, -0.30615)
H (-5.25532, 1.52645, 4.11319)
C (4.07500, 4.57579, 0.39464)
C (-4.47215, 1.11403, 4.74932)
H (-0.13085, -5.95273, 0.57872)
O (1.50299, -1.87242, -3.93481)
H (-0.49799, -8.11445, 1.14855)
H (4.38720, 5.58021, 0.14955)
H (1.73620, -2.03092, -5.97074)
H (-3.91238, 1.77757, 5.40847)
H (2.48325, -4.31188, -5.49349)
C (-2.78247, 4.08532, -1.07407)